1.
Here is HNO3S in the gas phase in a non-equilibrium geometry from OMol25. Energies are from ωB97M-V/def2-TZVPD.

Each line ends with the Mulliken charge.
Element x y z (Å)
N  -1.404  -0.514  -0.579  -0.1219
O  -3.327  0.814  0.277  -0.4213
O  -1.004  1.864  0.443  -0.4265
O  -0.092  -0.452  -0.746  -0.3009
S  -1.919  0.739  0.333  0.8998
H  0.246  -1.349  -0.662  0.3707

For the HOMO energy (alpha / beta), the calculation gives -10.2 / -10.2 eV. Its LUMO energy (alpha / beta) is -1.69 / -1.69 eV. The calculation puts the HOMO-LUMO gap (alpha / beta) at 8.53 / 8.53 eV. Its SMILES is O=S(=O)=NO. The net charge is 0. As for the spin multiplicity: 1.

2.
Here is 2 unconnected molecules or ions with the total composition C9H14 in a non-equilibrium geometry from OMol25. Energies are from ωB97M-V/def2-TZVPD.

Each line ends with the Mulliken charge.
Element x y z (Å)
C  3.578  -2.020  0.787  -0.8887
C  2.294  -1.613  1.482  -0.4970
H  4.102  -2.911  1.087  0.3068
H  3.399  -2.049  -0.303  0.2793
H  4.290  -1.198  0.882  0.2492
H  1.757  -2.535  1.784  0.2716
H  1.518  -1.034  0.970  0.0435
H  2.545  -1.037  2.377  0.2480
C  -2.718  -1.036  -0.948  -1.2379
C  0.110  1.566  -1.298  -0.7665
C  -0.845  0.589  -1.624  -0.1816
C  0.190  1.942  0.037  -0.0620
C  -1.640  -0.024  -0.645  0.5998
C  -0.679  1.506  1.043  -0.7293
C  -1.428  0.401  0.649  -0.1928
H  0.836  1.825  -2.038  0.3873
H  -1.230  0.368  -2.641  0.2300
H  1.020  2.545  0.436  0.2882
H  -0.598  1.915  2.027  0.3937
H  -2.660  -1.876  -0.256  0.3038
H  -2.858  -1.276  -2.002  0.3473
H  -1.987  -0.026  1.479  0.3076
H  -3.590  -0.419  -0.626  0.2994

For the HOMO energy, the calculation gives -8.9 eV. Its LUMO energy is 0.98 eV. The calculation puts the HOMO-LUMO gap at 9.90 eV. Its SMILES is Cc1ccccc1.CC. The net charge is 0. As for the spin multiplicity: 1.

3.
Here is a molecular structure, C23H20Cl2N4O3PdSe in a non-equilibrium geometry from OMol25. Energies are from ωB97M-V/def2-TZVPD.

Each line ends with the Mulliken charge.
Element x y z (Å)
Pd  0.164  -2.585  0.280  0.1948
Cl  0.168  -2.580  2.677  -0.0739
C  1.946  -2.654  2.286  -0.2336
Cl  2.520  -2.712  0.569  0.0540
H  2.323  -3.556  2.749  0.4289
H  2.387  -1.779  2.747  0.3498
O  -2.153  0.008  0.379  -0.8671
C  -0.960  0.327  0.314  -0.1190
N  -0.615  1.632  0.281  0.0725
C  0.810  1.849  0.294  3.0517
C  1.270  0.371  0.314  -0.8879
O  2.438  0.101  0.353  -0.5951
N  0.173  -0.492  0.289  0.8186
C  1.318  2.513  -0.972  -0.5447
C  2.668  2.830  -1.078  -0.2370
C  3.165  3.438  -2.217  -0.8628
C  2.315  3.731  -3.275  -0.3951
C  0.972  3.404  -3.185  -0.8557
C  0.479  2.795  -2.040  -0.3340
C  1.176  2.615  1.553  -0.5032
C  0.988  3.991  1.592  -0.2008
C  1.273  4.716  2.737  -0.8486
C  1.744  4.068  3.869  -0.4406
C  1.922  2.695  3.847  -0.8553
C  1.637  1.976  2.696  -0.0892
H  -1.309  2.347  0.410  0.2526
H  3.339  2.582  -0.266  0.4317
H  4.219  3.671  -2.283  0.4016
H  2.702  4.198  -4.170  0.3986
H  0.305  3.608  -4.011  0.4154
H  -0.567  2.521  -1.998  0.4126
H  0.617  4.509  0.715  0.4189
H  1.126  5.787  2.744  0.3986
H  1.967  4.630  4.766  0.3942
H  2.280  2.175  4.725  0.4199
H  1.774  0.902  2.701  0.3527
O  0.335  -2.574  -1.426  -0.7610
Se  -0.824  -6.244  2.477  -0.1722
C  -0.275  -5.249  1.167  0.3164
N  0.105  -4.613  0.266  -0.4076
N  -1.884  -2.595  0.199  -0.2240
C  -2.641  -3.052  -0.980  0.1999
C  -3.951  -3.469  -0.768  -0.4533
C  -4.763  -3.808  -1.835  -0.6647
C  -4.282  -3.711  -3.128  -0.3684
C  -2.989  -3.263  -3.346  -0.7919
C  -2.171  -2.916  -2.279  -0.1644
H  -2.228  -3.109  1.014  0.4835
H  -2.201  -1.617  0.426  0.5389
H  -4.347  -3.538  0.240  0.3346
H  -5.775  -4.143  -1.654  0.3738
H  -4.913  -3.980  -3.964  0.3815
H  -2.607  -3.180  -4.353  0.3881
H  -1.170  -2.572  -2.448  0.6674

For the HOMO energy (alpha / beta), the calculation gives -8.4 / -8.3 eV. Its LUMO energy (alpha / beta) is -2.13 / -2.09 eV. The calculation puts the HOMO-LUMO gap (alpha / beta) at 6.25 / 6.19 eV. The net charge is 0. As for the spin multiplicity: 1.

Result set for E: -679.12102; -351.29004; -4782.72620 a.u., one per record in the order listed.
Result set for ΔE to the lowest compared entry with this formula, charge and spin: 19.4; 25.2; 71.6 kcal/mol, one per record in the order listed.